Model a:
{
  "formula": "C2H10N2",
  "method": "ωB97M-V with the def2-TZVPD basis set",
  "elements": ["C", "C", "N", "H", "H", "H", "H", "H", "H", "H", "N", "H", "H", "H"],
  "xyz": [[1.4777, 1.2850, -0.4397], [0.9169, 0.0617, -1.2314], [-0.4405, -0.3756, -0.8255], [0.6599, 1.8620, 0.0007], [2.0461, 1.9340, -1.0816], [2.0587, 0.9270, 0.4596], [1.6482, -0.6864, -0.9660], [0.9297, 0.2246, -2.2965], [-0.9423, 0.4306, -0.4726], [-0.2909, -0.9760, -0.0306], [-1.7482, -0.8001, 1.9853], [-2.2112, -0.7979, 2.8882], [-2.1313, -1.6294, 1.5388], [-0.7669, -1.0485, 2.0312]],
  "mulliken_charge": [-0.918, -0.326, -0.624, 0.261, 0.303, 0.254, 0.232, 0.324, 0.281, 0.228, -0.664, 0.223, 0.225, 0.200],
  "total_charge": 0,
  "orbital_gap_ha": 0.375,
  "homo_energy_ha": -0.33950
}


Model b:
{
  "formula": "C2H10N2",
  "method": "ωB97M-V with the def2-TZVPD basis set",
  "elements": ["N", "C", "N", "H", "H", "H", "H", "H", "H", "C", "H", "H", "H", "H"],
  "xyz": [[-0.1411, 0.2275, -1.2768], [-0.9373, -0.7386, -0.4884], [-1.5005, -1.8983, -1.1901], [0.5857, -0.2426, -1.7931], [-0.7342, 0.8179, -1.8423], [-0.2715, -0.8751, 0.3588], [-1.8442, -0.2346, -0.1338], [-1.9369, -2.5036, -0.5139], [-0.7662, -2.3874, -1.6883], [1.5120, 1.6040, 1.7105], [0.8924, 0.8517, 1.2405], [2.5303, 1.2189, 1.6793], [1.1048, 1.6018, 2.7296], [1.5066, 2.5583, 1.2079]],
  "mulliken_charge": [-0.488, -0.402, -0.585, 0.196, 0.222, 0.211, 0.311, 0.235, 0.205, -0.592, -0.064, 0.252, 0.263, 0.237],
  "total_charge": 0,
  "orbital_gap_ha": 0.384,
  "homo_energy_ha": -0.34467
}


It is model a that is most stable; the runner-up trails by 10.4 kJ/mol.


Model a:
{
  "formula": "CH5O2",
  "method": "ωB97M-V with the def2-TZVPD basis set",
  "elements": ["O", "H", "C", "O", "H", "H", "H", "H"],
  "xyz": [[0.7997, 1.3906, -1.3216], [0.5870, 2.0082, -0.6114], [-0.2376, -0.8205, 0.6087], [-0.8733, -0.1002, -0.3933], [-0.6914, -0.5967, 1.6091], [-0.3848, -1.9144, 0.5383], [0.8347, -0.5637, 0.6203], [-0.0342, 0.5967, -1.0502]],
  "mulliken_charge": [-0.885, 0.223, -0.508, -0.779, 0.142, 0.151, 0.225, 0.431],
  "total_charge": -1,
  "orbital_gap_ha": 0.298,
  "homo_energy_ha": -0.11823
}


Model b:
{
  "formula": "CH5O2",
  "method": "ωB97M-V with the def2-TZVPD basis set",
  "elements": ["O", "H", "C", "O", "H", "H", "H", "H"],
  "xyz": [[1.0889, 0.9211, -0.8407], [0.8989, 1.8343, -1.0804], [-1.0629, -0.5559, 0.1149], [0.1040, -0.4991, 0.8758], [-1.1294, -1.4624, -0.5315], [-1.9148, -0.6080, 0.8348], [-1.1851, 0.2276, -0.6163], [0.6823, 0.3521, 0.1967]],
  "mulliken_charge": [-0.913, 0.185, -0.552, -0.722, 0.152, 0.173, 0.231, 0.446],
  "total_charge": -1,
  "orbital_gap_ha": 0.308,
  "homo_energy_ha": -0.12705
}


It is model a that is most stable; the runner-up trails by 23.1 kJ/mol.


Model a:
{
  "formula": "C5H14NS",
  "method": "ωB97M-V with the def2-TZVPD basis set",
  "elements": ["C", "C", "C", "C", "C", "N", "S", "H", "H", "H", "H", "H", "H", "H", "H", "H", "H", "H", "H", "H", "H"],
  "xyz": [[-1.0824, 1.8700, 0.0591], [-0.1810, -1.8678, -0.3075], [2.7847, 0.1883, -0.8648], [-0.9327, 0.5497, -0.5936], [-0.4902, -0.5280, 0.2739], [-1.1467, -0.4833, 1.6301], [2.0472, 0.1982, 0.7984], [-1.6325, 1.8538, 1.0053], [-0.1415, 2.3961, 0.2090], [-1.7378, 2.5722, -0.5090], [-1.0540, -2.3871, -0.8187], [0.2074, -2.6911, 0.3403], [0.6945, -1.7332, -1.0146], [2.4211, 1.0349, -1.5125], [2.8416, -0.7673, -1.4020], [3.7904, 0.5446, -0.5745], [-1.9428, 0.3682, -0.8702], [-0.3911, 0.4857, -1.6121], [-1.6834, -1.3567, 1.6488], [-0.4669, -0.5502, 2.5071], [-1.9037, 0.3031, 1.6077]],
  "mulliken_charge": [-1.227, -1.237, -0.814, -0.382, 0.027, -0.204, 0.034, 0.333, 0.291, 0.364, 0.381, 0.376, 0.221, 0.268, 0.297, 0.352, 0.402, 0.320, 0.435, 0.405, 0.358],
  "total_charge": 1,
  "orbital_gap_ha": [0.272, 0.272],
  "homo_energy_ha": [-0.45640, -0.45642]
}


Model b:
{
  "formula": "C5H14NS",
  "method": "ωB97M-V with the def2-TZVPD basis set",
  "elements": ["C", "C", "N", "H", "H", "H", "H", "H", "H", "C", "C", "C", "S", "H", "H", "H", "H", "H", "H", "H", "H"],
  "xyz": [[1.1221, -2.5295, 0.6016], [2.2416, -0.4602, -0.0083], [1.5126, -1.4545, -0.3200], [1.7065, -3.4159, 0.3770], [0.0657, -2.7308, 0.4517], [1.2764, -2.1843, 1.6203], [2.5676, -0.3438, 1.0148], [2.5509, 0.2191, -0.7924], [1.1440, -1.5164, -1.2574], [-1.8309, 0.5760, -2.3219], [-1.0105, 1.1908, -1.1910], [-1.3573, 0.5623, 0.1526], [-0.2186, 1.1206, 1.4730], [-1.6017, 1.0507, -3.2714], [-2.8977, 0.7093, -2.1421], [-1.6476, -0.4968, -2.4204], [0.0554, 1.0768, -1.4107], [-1.1975, 2.2633, -1.1343], [-1.3227, -0.5265, 0.1035], [-2.3724, 0.8401, 0.4290], [-0.7314, 0.3442, 2.4481]],
  "mulliken_charge": [-0.766, -0.271, 0.054, 0.331, 0.311, 0.320, 0.324, 0.322, 0.298, -1.244, -0.321, -0.480, -0.249, 0.358, 0.330, 0.311, 0.156, 0.366, 0.228, 0.467, 0.155],
  "total_charge": 1,
  "orbital_gap_ha": 0.294,
  "homo_energy_ha": -0.47140
}


It is model b that is most stable; the runner-up trails by 241.2 kJ/mol.


Model a:
{
  "formula": "C5H14NS",
  "method": "ωB97M-V with the def2-TZVPD basis set",
  "elements": ["C", "S", "C", "C", "C", "C", "N", "H", "H", "H", "H", "H", "H", "H", "H", "H", "H", "H", "H", "H", "H"],
  "xyz": [[1.3370, 0.1877, -3.3831], [0.2703, 0.7092, -1.9732], [1.1160, -0.0638, -0.7435], [0.7536, 0.1315, 0.6932], [-0.8736, 0.1349, 0.9773], [-1.5640, -1.2337, 0.9980], [-1.1550, 0.9399, 2.3542], [0.6463, 0.2594, -4.1550], [2.2891, 0.6684, -3.1947], [1.3966, -0.8810, -3.3420], [1.1244, -1.1784, -0.9303], [2.1977, 0.1881, -0.8059], [1.2335, -0.5353, 1.4473], [1.1642, 1.1041, 1.0078], [-1.2740, 0.8661, 0.2406], [-2.6637, -1.1753, 1.0129], [-1.2546, -1.5685, -0.0067], [-1.1269, -1.9792, 1.7239], [-1.3764, 1.9493, 2.2372], [-0.3398, 0.9069, 2.9712], [-1.9008, 0.5696, 2.8708]],
  "mulliken_charge": [-0.930, -0.062, -0.623, -0.961, 0.132, -1.181, -0.358, 0.394, 0.303, 0.308, 0.333, 0.425, 0.420, 0.376, 0.277, 0.407, 0.342, 0.349, 0.347, 0.366, 0.336],
  "total_charge": 1,
  "orbital_gap_ha": 0.303,
  "homo_energy_ha": -0.43152
}


Model b:
{
  "formula": "C5H14NS",
  "method": "ωB97M-V with the def2-TZVPD basis set",
  "elements": ["C", "S", "C", "C", "C", "C", "N", "H", "H", "H", "H", "H", "H", "H", "H", "H", "H", "H", "H", "H", "H"],
  "xyz": [[2.7831, -1.7491, 0.6864], [2.1600, -0.0430, 0.6563], [0.5079, -0.3611, 1.3552], [-0.4623, 0.7003, 0.8541], [-0.7271, 0.5576, -0.6394], [-1.7789, -0.4437, -1.1127], [-1.0993, 1.9182, -1.2031], [2.2146, -2.3274, -0.0497], [3.8255, -1.7808, 0.3716], [2.7584, -2.1184, 1.7037], [0.1420, -1.3677, 1.1341], [0.6207, -0.2080, 2.4215], [-1.3802, 0.6524, 1.4489], [-0.0708, 1.6985, 1.0322], [0.2290, 0.3360, -1.1254], [-2.7689, -0.0140, -1.1908], [-1.4722, -0.9283, -2.0409], [-1.8715, -1.2364, -0.3835], [-1.2016, 1.8991, -2.2161], [-0.4139, 2.6233, -0.9141], [-1.9946, 2.1924, -0.7881]],
  "mulliken_charge": [-0.850, -0.094, -0.704, -1.118, 0.343, -1.323, -0.318, 0.276, 0.358, 0.295, 0.422, 0.394, 0.360, 0.451, 0.325, 0.421, 0.360, 0.343, 0.357, 0.342, 0.357],
  "total_charge": 1,
  "orbital_gap_ha": 0.309,
  "homo_energy_ha": -0.43844
}


It is model b that is most stable; the runner-up trails by 118.5 kJ/mol.